ORCA calculation (ωB97M-V with the def2-TZVPD basis set) on a structure of composition C26H30Cl2F4GeMoN3O2 at a distorted geometry.

Calculated values
Net charge = +1
Frontier orbital gap (alpha / beta) = 6.88 / 7.57 eV
Spin multiplicity = 3
⟨S²⟩ = 2.034
Energy relative to the best compared isomer or geometry (same formula, charge and spin) = 0.332 eV

Geometry (Å):
Mo1 0.56 -0.12 -0.37
C1 -0.11 -2.24 -2.74
N1 1.03 -1.98 -1.84
C2 2.27 -1.98 -2.62
C3 1.09 -3.01 -0.78
C4 -0.12 -2.94 0.14
N2 -0.65 -1.55 0.33
C5 -1.99 -1.55 0.82
C6 -2.87 -0.51 0.54
F1 -2.46 0.54 -0.17
C7 -4.18 -0.50 0.97
F2 -4.94 0.54 0.63
C8 -4.70 -1.53 1.72
C9 -3.84 -2.56 2.04
F3 -4.26 -3.58 2.79
C10 -2.52 -2.56 1.61
F4 -1.76 -3.57 2.06
H1 -0.04 -3.26 -3.15
H2 -0.10 -1.53 -3.56
H3 -1.05 -2.13 -2.21
H4 2.40 -2.93 -3.15
H5 3.13 -1.84 -1.96
H6 2.25 -1.17 -3.35
H7 2.01 -2.86 -0.23
H8 1.13 -4.01 -1.21
H9 0.17 -3.39 1.09
H10 -0.93 -3.56 -0.26
H11 -5.73 -1.54 2.05
Cl1 -0.34 4.50 -6.12
C11 -0.36 3.32 -4.85
C12 -1.56 2.66 -4.53
C13 -1.63 1.72 -3.53
C14 -0.48 1.42 -2.79
O1 -0.54 0.51 -1.85
C15 0.72 2.07 -3.11
C16 1.91 1.76 -2.43
O2 2.00 0.97 -1.46
C17 0.77 3.03 -4.16
H12 -2.45 2.90 -5.10
H13 -2.56 1.22 -3.29
H14 2.83 2.23 -2.76
H15 1.71 3.52 -4.40
C18 -1.24 0.68 3.47
Ge1 -0.72 2.15 2.31
C19 -2.22 3.18 1.67
C20 0.35 3.33 3.42
C21 0.49 1.64 0.84
H16 -1.75 1.10 4.34
H17 -0.35 0.17 3.83
H18 -1.91 -0.05 3.01
H19 -2.55 3.86 2.46
H20 -3.07 2.58 1.36
H21 -1.90 3.79 0.81
H22 -0.28 3.79 4.19
H23 0.79 4.13 2.82
H24 1.15 2.78 3.91
H25 1.48 1.76 1.30
H26 0.39 2.48 0.13
Cl2 6.12 -0.94 0.83
C22 4.51 -1.00 1.41
C23 4.22 -1.43 2.70
C24 2.89 -1.44 3.10
C25 1.91 -1.04 2.21
N3 2.21 -0.66 0.96
C26 3.48 -0.62 0.57
H27 5.01 -1.74 3.36
H28 2.61 -1.75 4.09
H29 0.87 -1.01 2.49
H30 3.68 -0.27 -0.42

ORCA calculation (ωB97M-V with the def2-TZVPD basis set) on a structure of composition C26H30Cl2N5Pd at a distorted geometry.

Calculated values
Net charge = +3
Frontier orbital gap (alpha / beta) = 7.95 / 4.79 eV
Spin multiplicity = 5
⟨S²⟩ = 6.055

Geometry (Å):
Pd1 0.12 -0.54 0.29
C1 3.77 0.41 0.32
N1 2.83 0.40 -0.80
C2 3.06 -0.53 -1.91
C3 2.20 1.53 -1.11
C4 2.40 2.23 -2.35
C5 1.74 3.44 -2.63
C6 0.98 4.02 -1.60
C7 0.67 3.37 -0.38
C8 1.26 2.12 -0.12
N2 0.91 1.25 0.88
C9 0.60 1.67 2.13
C10 0.86 2.98 2.71
C11 0.09 3.46 3.78
C12 -1.05 2.67 4.19
C13 -1.08 1.35 3.83
C14 -0.22 0.78 2.92
N3 0.04 -0.58 2.76
C15 -1.09 -1.36 3.19
C16 1.34 -1.07 3.26
H1 3.83 -0.61 0.76
H2 4.76 0.83 0.08
H3 3.37 1.05 1.12
H4 3.92 -0.24 -2.51
H5 3.20 -1.56 -1.53
H6 2.19 -0.48 -2.59
H7 3.02 1.65 -3.03
H8 1.90 3.95 -3.61
H9 0.49 5.01 -1.76
H10 -0.06 3.73 0.31
H11 1.69 3.61 2.43
H12 0.32 4.36 4.26
H13 -1.88 3.16 4.71
H14 -1.77 0.65 4.38
H15 -0.87 -1.75 4.24
H16 -2.02 -0.80 3.27
H17 -1.33 -2.23 2.54
H18 1.44 -1.08 4.38
H19 1.53 -2.06 2.92
H20 2.18 -0.47 2.86
N4 -1.29 -0.46 -1.35
C17 -2.06 -1.64 -1.60
C18 -3.27 -1.71 -2.40
C19 -3.65 -2.99 -2.76
C20 -2.94 -4.14 -2.33
C21 -1.84 -4.09 -1.46
C22 -1.14 -5.20 -0.86
C23 0.00 -4.95 -0.05
C24 0.36 -3.59 0.15
N5 -0.31 -2.55 -0.29
C25 -1.37 -2.78 -1.13
H21 -1.90 0.34 -1.26
H22 -0.68 -0.28 -2.13
H23 -3.83 -0.85 -2.75
H24 -4.46 -2.97 -3.52
H25 -3.35 -5.15 -2.58
H26 -1.33 -6.22 -1.17
H27 0.65 -5.66 0.42
H28 1.26 -3.30 0.60
Cl1 -2.59 2.66 -1.56
C26 -2.76 2.76 -3.36
Cl2 -4.41 2.92 -3.74
H29 -2.32 1.90 -3.82
H30 -2.12 3.64 -3.62

ORCA calculation (ωB97M-V with the def2-TZVPD basis set) on a structure of composition C26H30ClF3N6O5S4 at a distorted geometry.

Calculated values
Frontier orbital gap = 6.61 eV

Geometry (Å):
C1 -3.40 -4.57 -0.40
C2 -2.55 -3.94 0.15
C3 -1.68 -3.02 0.91
N1 -1.06 -2.02 0.04
C4 0.01 -1.22 0.71
C5 1.38 -1.87 0.58
C6 2.51 -0.82 0.64
S1 2.12 0.46 1.88
C7 3.14 1.82 1.34
S2 4.65 1.54 0.84
N2 2.57 3.12 1.41
C8 2.45 3.82 0.15
C9 2.62 3.24 -1.10
C10 2.44 4.00 -2.25
C11 2.10 5.34 -2.18
C12 1.93 5.93 -0.93
C13 2.12 5.17 0.22
C14 1.32 3.15 2.14
C15 1.37 3.20 3.52
C16 0.22 3.22 4.31
C17 -1.02 3.23 3.69
C18 -1.07 3.19 2.30
C19 0.07 3.13 1.52
C20 -1.94 -1.24 -0.69
N3 -3.10 -0.62 -0.23
Cl1 -2.99 -0.15 1.41
C21 -4.41 -1.24 -0.57
C22 -5.51 -0.17 -0.57
N4 -6.07 0.00 -1.93
N5 -1.65 -1.07 -1.95
C23 -2.41 -0.23 -2.84
C24 -2.28 1.08 -2.87
C25 -0.46 -1.75 -2.52
C26 -0.56 -1.75 -4.04
O1 -1.23 -2.51 -4.64
F1 0.16 -0.82 -4.65
H1 -4.20 -5.16 -0.80
H2 -2.20 -2.61 1.78
H3 -0.86 -3.62 1.30
H4 -0.26 -1.01 1.74
H5 0.04 -0.24 0.22
H6 1.50 -2.45 -0.34
H7 1.55 -2.52 1.43
H8 3.43 -1.32 0.95
H9 2.67 -0.36 -0.34
H10 2.88 2.20 -1.20
H11 2.55 3.54 -3.23
H12 1.96 5.93 -3.07
H13 1.65 6.97 -0.85
H14 2.00 5.63 1.19
H15 2.33 3.22 4.02
H16 0.29 3.25 5.39
H17 -1.96 3.25 4.23
H18 -2.04 3.17 1.80
H19 -0.02 3.07 0.44
H20 -4.62 -1.96 0.22
H21 -4.34 -1.74 -1.53
H22 -5.08 0.78 -0.23
H23 -6.30 -0.41 0.14
H24 -6.70 0.80 -1.89
H25 -5.30 0.33 -2.51
H26 -3.11 -0.75 -3.49
H27 -2.89 1.69 -3.51
H28 -1.56 1.58 -2.22
H29 -0.44 -2.80 -2.22
H30 0.45 -1.25 -2.19
N6 4.29 -5.63 1.39
S3 4.41 -4.90 -0.02
O2 5.60 -4.12 -0.20
O3 3.18 -4.36 -0.53
F2 4.65 -6.20 -0.89
S4 4.08 -4.69 2.64
O4 4.22 -5.40 3.86
O5 2.99 -3.78 2.50
F3 5.35 -3.74 2.62

ORCA calculation (ωB97M-V with the def2-TZVPD basis set) on a structure of composition C26H30FeGeN7O3.

Calculated values
Net charge = +2
Frontier orbital gap (alpha / beta) = 6.79 / 6.55 eV
Spin multiplicity = 6
⟨S²⟩ = 8.764
Energy relative to the best compared isomer or geometry (same formula, charge and spin) = 0.000 eV

Geometry (Å):
Fe1 0.93 1.12 -0.90
N1 0.23 -1.18 -1.85
N2 1.02 -1.46 -2.97
C1 1.84 -0.52 -3.45
N3 2.58 -0.76 -4.52
N4 1.81 0.63 -2.75
N5 2.57 1.71 -3.09
O1 2.36 2.65 -2.33
O2 3.33 1.71 -4.03
H1 0.24 -1.98 -1.23
H2 -0.74 -1.01 -2.14
H3 0.86 -2.31 -3.50
H4 2.54 -1.64 -4.99
H5 3.18 -0.03 -4.88
C2 0.24 4.94 1.14
C3 1.07 3.76 0.74
O3 0.59 2.86 0.02
N6 2.32 3.69 1.19
C4 3.26 2.64 0.78
C5 2.99 1.27 1.37
C6 3.61 0.89 2.55
C7 3.41 -0.39 3.05
C8 2.59 -1.25 2.35
C9 1.99 -0.80 1.19
N7 2.18 0.43 0.70
H6 -0.48 5.15 0.35
H7 0.84 5.82 1.33
H8 -0.31 4.69 2.05
H9 2.67 4.45 1.75
H10 4.24 2.96 1.10
H11 3.27 2.59 -0.31
H12 4.26 1.59 3.06
H13 3.90 -0.70 3.96
H14 2.41 -2.26 2.69
H15 1.32 -1.45 0.64
C10 -2.50 2.28 0.93
Ge1 -1.83 0.61 0.19
C11 -2.87 0.04 -1.36
C12 -2.53 0.46 -2.64
C13 -3.30 0.09 -3.74
C14 -4.41 -0.71 -3.57
C15 -4.77 -1.13 -2.29
C16 -4.00 -0.76 -1.19
C17 -1.37 -0.65 1.59
C18 -1.05 -0.06 2.79
C19 -0.58 -0.81 3.89
C20 -0.39 -2.15 3.77
C21 -0.68 -2.81 2.55
C22 -0.48 -4.21 2.42
C23 -0.77 -4.86 1.26
C24 -1.32 -4.14 0.18
C25 -1.53 -2.79 0.28
C26 -1.20 -2.07 1.45
H16 -3.49 2.10 1.35
H17 -2.59 3.01 0.13
H18 -1.85 2.67 1.71
H19 -1.68 1.13 -2.80
H20 -3.03 0.44 -4.73
H21 -5.02 -1.00 -4.42
H22 -5.65 -1.74 -2.15
H23 -4.29 -1.11 -0.21
H24 -1.17 1.01 2.92
H25 -0.38 -0.31 4.83
H26 -0.03 -2.74 4.61
H27 -0.09 -4.76 3.27
H28 -0.62 -5.93 1.17
H29 -1.61 -4.66 -0.72
H30 -2.02 -2.27 -0.54